Below is 4 unconnected molecules or ions with the total composition C23H52NO13S at a distorted geometry, with properties calculated with ωB97M-V/def2-TZVPD.

Last column: Mulliken charge in e.
Cartesian coordinates (Å):
O 0.497 -2.621 0.270  -0.3339
C -0.720 -3.224 0.371  0.8366
N -2.012 -3.547 0.726  -0.3192
S -3.153 -2.468 -0.116  0.1323
C -3.264 -0.976 1.054  -0.3598
O -1.965 -0.291 0.960  -0.2448
C -2.091 1.088 0.465  -0.2673
O -2.873 1.240 -0.772  -0.2953
C -2.054 1.047 -1.980  -0.2965
C -2.836 1.788 -3.245  -0.2388
O -4.198 1.283 -3.480  -0.5203
H -4.363 -3.177 -0.166  0.3159
H -3.345 -1.386 2.170  0.3906
H -4.200 -0.299 0.865  0.3911
H -2.487 1.764 1.364  0.3138
H -0.977 1.472 0.273  0.2427
H -0.975 1.551 -1.909  0.3257
H -1.999 -0.099 -2.273  0.1255
H -2.791 2.949 -3.059  0.1816
H -2.207 1.578 -4.237  0.2914
H -4.750 1.263 -2.643  0.3232
C -5.831 8.900 -3.895  -0.7710
O -4.737 8.445 -4.675  -0.2660
C -3.554 8.262 -3.893  -0.5719
C -2.597 7.296 -4.593  -0.4010
O -2.961 5.922 -4.405  -0.3996
C -4.081 5.466 -5.176  -0.3622
C -3.744 5.267 -6.658  -0.6467
O -3.785 6.519 -7.345  -0.2447
C -3.127 6.461 -8.601  -0.7684
H -5.597 9.860 -3.426  0.3251
H -6.694 9.026 -4.554  0.2341
H -6.087 8.157 -3.133  0.3225
H -3.808 7.874 -2.901  0.3401
H -3.076 9.243 -3.787  0.4237
H -1.611 7.401 -4.127  0.3683
H -2.474 7.532 -5.651  0.1922
H -4.946 6.116 -5.039  0.1838
H -4.344 4.490 -4.756  0.3761
H -4.486 4.610 -7.117  0.4577
H -2.748 4.817 -6.748  0.3402
H -2.066 6.231 -8.462  0.3207
H -3.208 7.441 -9.076  0.2360
H -3.596 5.713 -9.246  0.3134
C 8.006 1.004 2.034  -0.7715
O 6.694 0.715 2.489  -0.2602
C 5.956 1.900 2.796  -0.5948
C 4.452 1.618 2.751  -0.3426
O 3.930 1.611 1.415  -0.4749
C 4.234 0.446 0.637  -0.5128
C 3.419 -0.782 1.057  -0.3531
O 4.012 -1.398 2.202  -0.3085
C 3.117 -2.287 2.853  -0.6332
H 8.567 1.550 2.797  0.3238
H 8.514 0.058 1.827  0.2330
H 7.966 1.582 1.105  0.3264
H 6.201 2.699 2.088  0.3533
H 6.241 2.212 3.807  0.4213
H 3.939 2.441 3.258  0.3856
H 4.189 0.702 3.284  0.1598
H 5.306 0.241 0.632  0.1947
H 3.953 0.701 -0.389  0.4108
H 3.418 -1.515 0.248  0.4257
H 2.390 -0.478 1.280  0.2177
H 2.244 -1.741 3.225  0.3137
H 3.635 -2.731 3.706  0.3163
H 2.805 -3.084 2.172  0.1885
C -1.915 -7.386 3.912  -0.7791
O -0.534 -7.484 3.604  -0.2947
C -0.098 -6.437 2.734  -0.5424
C 1.414 -6.240 2.853  -0.4949
O 1.784 -5.470 4.004  -0.3614
C 1.714 -6.158 5.259  -0.4038
C 2.855 -7.162 5.454  -0.5988
O 2.559 -8.382 4.773  -0.2664
C 3.713 -9.191 4.599  -0.7665
H -2.518 -7.444 3.001  0.3086
H -2.180 -8.218 4.569  0.2543
H -2.118 -6.451 4.443  0.3191
H -0.611 -5.500 2.977  0.2801
H -0.352 -6.734 1.710  0.5017
H 1.746 -5.651 1.991  0.3979
H 1.956 -7.187 2.819  0.2028
H 0.736 -6.620 5.403  0.1675
H 1.815 -5.380 6.023  0.3930
H 2.964 -7.391 6.517  0.4655
H 3.789 -6.732 5.073  0.3303
H 4.449 -8.672 3.977  0.3229
H 3.414 -10.108 4.088  0.2315
H 4.150 -9.449 5.568  0.3171

Values from the calculation:
HOMO level	-10.65	eV
lowest unoccupied orbital energy	-6.0	eV
orbital gap	4.7	eV
charge	+1

=====

Below is a molecular structure, C23H52P4PmS at a distorted geometry, with properties calculated with ωB97M-V/def2-TZVPD.

Last column: Löwdin spin population.
Cartesian coordinates (Å):
Pm -0.165 -0.042 0.132  4.0676
P -2.746 -0.760 1.078  -0.0118
P 0.312 -2.782 -0.728  -0.0090
P -1.708 0.124 -2.250  -0.0114
H 1.919 1.846 0.908  0.0009
C 1.001 2.287 0.494  0.0037
C -0.201 2.358 1.160  -0.0100
H -0.305 2.203 2.239  -0.0002
C -3.154 -1.158 2.827  -0.0018
C -3.542 -2.221 0.291  -0.0021
C -4.049 0.516 0.811  -0.0010
C 1.953 -2.908 -1.542  0.0001
C 0.456 -4.201 0.431  -0.0006
C -0.740 -3.588 -1.995  -0.0025
C -2.313 1.850 -2.440  -0.0006
C -3.163 -0.712 -2.990  -0.0016
C -0.540 -0.102 -3.651  -0.0024
H 1.122 2.864 -0.433  0.0007
H -1.089 2.729 0.627  -0.0003
H -2.754 -0.367 3.476  0.0000
H -2.710 -2.124 3.103  0.0000
H -4.248 -1.213 2.955  -0.0004
H -2.973 -3.123 0.557  0.0000
H -3.573 -2.117 -0.802  0.0000
H -4.567 -2.305 0.679  -0.0005
H -3.759 1.423 1.360  0.0000
H -4.994 0.127 1.216  -0.0003
H -4.168 0.753 -0.254  0.0000
H 2.087 -3.925 -1.927  -0.0001
H 2.750 -2.681 -0.824  0.0001
H 2.019 -2.197 -2.373  0.0000
H 0.751 -5.103 -0.125  -0.0002
H -0.511 -4.388 0.913  0.0000
H 1.201 -4.004 1.210  0.0000
H -0.335 -4.585 -2.212  -0.0005
H -0.767 -3.014 -2.925  0.0000
H -1.763 -3.702 -1.624  0.0000
H -2.410 2.082 -3.507  -0.0002
H -1.626 2.568 -1.978  0.0000
H -3.285 1.943 -1.944  0.0000
H -3.311 -0.282 -3.991  -0.0004
H -4.055 -0.534 -2.377  0.0000
H -2.991 -1.792 -3.082  0.0000
H -1.001 0.330 -4.545  -0.0005
H -0.347 -1.169 -3.809  0.0000
H 0.400 0.425 -3.449  0.0001
C 1.605 4.413 -3.750  0.0000
C 2.530 4.273 -4.808  0.0000
C 3.211 5.407 -5.270  0.0000
C 2.978 6.678 -4.713  0.0000
C 2.004 6.809 -3.718  0.0000
C 1.313 5.693 -3.242  0.0000
S 0.819 3.017 -3.053  0.0001
H 1.751 2.564 -2.164  0.0001
H 2.720 3.277 -5.218  0.0000
H 3.949 5.320 -6.071  0.0000
H 3.531 7.559 -5.064  0.0000
H 1.772 7.782 -3.292  0.0000
H 0.585 5.758 -2.430  0.0000
C 3.654 -1.004 2.134  0.0001
C 2.579 -1.837 2.825  -0.0019
P 0.877 -1.104 2.745  -0.0100
C -0.123 -2.268 3.799  -0.0009
C 0.604 -3.053 4.883  -0.0003
C 0.967 0.394 3.831  -0.0009
C 1.666 0.219 5.173  -0.0004
H 3.502 -0.957 1.045  0.0001
H 4.633 -1.474 2.309  0.0000
H 3.708 0.022 2.527  0.0000
H 2.509 -2.825 2.344  0.0000
H 2.839 -2.027 3.877  -0.0004
H -0.946 -1.683 4.233  0.0000
H -0.577 -2.977 3.088  0.0000
H 1.079 -2.417 5.640  0.0000
H -0.122 -3.688 5.406  -0.0001
H 1.364 -3.712 4.449  0.0000
H 1.449 1.188 3.237  0.0000
H -0.073 0.725 3.985  0.0001
H 2.668 -0.210 5.066  0.0000
H 1.780 1.205 5.636  -0.0001
H 1.087 -0.396 5.872  0.0000

Values from the calculation:
HOMO level (alpha / beta)	-15.39 / -15.39	eV
lowest unoccupied orbital energy (alpha / beta)	-10.8 / -10.6	eV
orbital gap (alpha / beta)	4.6 / 4.8	eV
charge	+3
multiplicity	5

=====

E_tot values (in eV) by entry order: -63617.434, -89213.911.